Molecular formula: C29H80N21O43P
Method: DFT, the ωB97M-V functional and the def2-TZVPD basis

Results
* net charge: 0
* E_HOMO: -9.346 eV

```
174
Properties=species:S:1:pos:R:3:forces:R:3
C 6.390 -1.075 -2.302 0.28 -0.23 0.25
C 6.484 -2.735 -2.281 -0.85 0.46 -0.49
C 5.334 -3.296 -3.358 0.36 -0.56 0.18
C 4.390 -4.429 -2.641 2.32 -0.45 0.80
N 3.039 -4.645 -3.292 -1.44 1.23 1.22
P 2.035 -3.170 -3.311 0.77 -1.04 1.69
C 0.187 -3.650 -3.393 -1.02 -1.60 -0.90
O -0.663 -2.728 -4.163 1.69 -0.10 2.20
C -0.823 -1.426 -3.495 -1.33 1.95 0.16
C -2.161 -1.288 -2.557 0.03 0.65 1.06
C -2.033 -2.140 -1.126 0.29 -0.32 -1.23
C 2.295 -2.328 -1.580 1.11 2.91 5.64
O 2.548 -1.017 -1.609 -1.43 -6.65 -0.29
O 2.227 -3.161 -0.345 0.03 3.65 -7.33
H 5.265 -0.701 -2.294 2.32 -0.90 -0.04
H 6.931 -0.580 -1.374 -1.10 -1.24 -2.23
H 6.919 -0.713 -3.289 -1.12 -0.56 1.89
H 6.266 -3.158 -1.187 0.59 0.92 -2.51
H 7.524 -3.064 -2.704 -2.07 0.62 1.35
H 4.770 -2.348 -3.748 0.70 -1.85 0.76
H 5.836 -3.801 -4.312 -1.24 1.14 2.33
H 4.975 -5.464 -2.752 -1.48 2.35 0.14
H 4.321 -4.255 -1.462 -0.19 -0.04 -2.59
H 2.531 -5.298 -2.623 0.45 0.85 -1.21
H 2.395 -2.257 -4.404 -0.33 -1.00 1.04
H -0.172 -3.859 -2.299 0.70 0.71 -1.92
H 0.137 -4.700 -3.958 0.16 2.31 1.15
H -0.936 -0.612 -4.361 0.30 -1.93 1.74
H 0.090 -1.083 -2.849 -1.37 -0.95 -1.19
H -2.217 -0.146 -2.215 0.27 -2.70 -1.07
H -3.178 -1.509 -3.123 2.34 0.30 1.05
H -2.297 -3.282 -1.338 0.68 2.36 0.60
H -0.888 -2.035 -0.816 -2.53 -0.34 -0.22
H -2.767 -1.746 -0.296 1.62 -0.65 -1.72
C 6.612 -7.736 -0.039 -0.25 -0.07 0.22
N 7.087 -7.325 -1.388 0.14 0.29 -0.81
O 6.227 -7.114 -2.251 1.56 -0.37 1.02
O 8.310 -7.226 -1.542 -1.72 -0.07 -0.04
H 5.521 -7.783 -0.048 0.30 0.06 -0.13
H 7.038 -8.719 0.175 0.04 0.23 -0.04
H 6.961 -6.988 0.675 0.05 -0.11 -0.14
C 11.266 -5.734 -1.719 -0.42 -0.07 0.01
N 12.074 -4.733 -0.972 0.44 0.61 0.42
O 11.477 -4.016 -0.160 1.06 -0.83 -1.05
O 13.284 -4.694 -1.223 -1.63 0.15 0.56
H 10.225 -5.657 -1.400 0.32 0.03 -0.03
H 11.361 -5.507 -2.783 0.11 -0.10 0.21
H 11.668 -6.722 -1.486 0.02 0.21 -0.13
C 8.434 -2.186 -6.917 0.34 -0.01 -0.10
N 7.500 -2.506 -5.804 -0.54 -0.21 0.76
O 7.985 -3.015 -4.787 -0.64 0.74 -1.74
O 6.306 -2.239 -5.983 1.78 -0.30 0.21
H 9.446 -2.473 -6.624 -0.32 0.04 0.04
H 8.111 -2.753 -7.792 -0.05 0.21 0.15
H 8.375 -1.110 -7.098 -0.11 -0.22 -0.03
C 7.485 -2.592 2.260 0.31 0.15 0.13
N 7.343 -4.048 1.989 0.04 -0.77 0.14
O 7.670 -4.827 2.892 -0.59 0.81 -1.56
O 6.907 -4.368 0.877 0.55 0.00 1.46
H 7.877 -2.458 3.271 -0.17 -0.22 -0.44
H 8.178 -2.185 1.521 -0.21 -0.12 -0.06
H 6.495 -2.141 2.168 0.24 -0.14 -0.12
C -3.027 3.393 -0.959 0.14 -0.29 -0.74
N -3.142 2.039 -1.564 -0.24 -0.43 -0.31
O -2.941 1.944 -2.781 -0.36 -0.27 1.51
O -3.430 1.109 -0.802 0.27 0.91 -1.18
H -2.770 4.110 -1.741 -0.19 -0.77 0.17
H -3.994 3.638 -0.513 0.26 -0.17 0.07
H -2.241 3.350 -0.202 -0.39 -0.19 -0.24
C 13.442 -3.042 2.193 -0.01 -0.30 -0.21
N 12.903 -2.625 3.516 -0.40 0.21 0.92
O 12.018 -3.331 4.014 1.22 1.16 -0.48
O 13.383 -1.602 4.016 -0.80 -1.44 -0.54
H 12.932 -3.953 1.874 0.07 0.35 0.17
H 13.254 -2.228 1.489 0.12 -0.15 0.17
H 14.512 -3.222 2.315 -0.17 0.20 -0.01
C 5.100 -1.070 6.223 0.04 0.20 0.30
N 5.800 -1.560 5.004 0.24 -0.40 -0.71
O 6.972 -1.200 4.841 -1.55 -0.37 0.13
O 5.153 -2.293 4.246 1.09 1.09 1.03
H 5.785 -0.440 6.794 -0.08 -0.21 -0.25
H 4.231 -0.496 5.895 0.05 -0.25 0.01
H 4.803 -1.944 6.806 -0.06 0.14 -0.22
C -2.343 7.210 1.134 0.12 -0.17 -0.24
N -2.457 5.856 0.528 0.09 -0.30 -0.06
O -2.257 5.761 -0.689 -0.10 0.55 1.77
O -2.745 4.926 1.291 0.41 1.26 -1.01
H -2.086 7.927 0.351 -0.12 -0.66 0.10
H -3.309 7.455 1.579 0.35 -0.26 -0.09
H -1.557 7.167 1.890 -0.28 -0.19 -0.09
C -6.097 -0.559 0.575 0.38 0.08 -0.02
N -7.225 -0.374 1.527 -0.41 0.26 0.88
O -6.969 0.159 2.613 -0.72 -0.82 -1.57
O -8.337 -0.770 1.157 1.29 0.51 0.67
H -5.184 -0.168 1.030 -0.31 -0.05 -0.05
H -6.002 -1.629 0.380 -0.15 0.21 -0.07
H -6.341 -0.009 -0.336 -0.02 -0.22 0.12
C -11.245 0.620 1.622 0.02 -0.08 0.21
N -11.912 1.911 1.301 -0.32 0.65 -0.18
O -12.655 2.394 2.163 0.87 -0.28 -1.32
O -11.671 2.402 0.192 -0.53 -0.41 1.63
H -11.546 0.307 2.624 -0.02 0.16 -0.30
H -11.565 -0.111 0.877 0.18 0.26 0.11
H -10.167 0.787 1.578 -0.24 -0.06 -0.14
C -10.315 -3.860 2.389 0.15 -0.17 0.14
N -11.316 -2.810 2.720 -0.48 0.56 0.50
O -11.524 -2.585 3.918 0.06 -0.05 -1.82
O -11.864 -2.242 1.769 0.55 -0.79 1.44
H -9.915 -4.273 3.318 -0.21 0.19 -0.18
H -10.827 -4.633 1.813 0.18 0.27 0.06
H -9.523 -3.388 1.805 -0.26 -0.09 -0.05
C 7.239 1.755 2.309 0.03 0.21 0.27
N 7.939 1.265 1.091 0.75 -0.21 -0.82
O 9.110 1.625 0.928 -1.73 -0.66 0.03
O 7.292 0.533 0.333 1.08 1.10 1.22
H 7.924 2.385 2.881 -0.08 -0.21 -0.24
H 6.370 2.329 1.982 0.09 -0.24 0.02
H 6.941 0.881 2.892 -0.04 0.12 -0.17
C -3.911 0.092 -6.244 0.13 0.21 -0.24
N -5.152 -0.351 -5.554 -1.03 -0.20 0.43
O -6.215 0.169 -5.913 1.45 -0.90 0.69
O -5.024 -1.208 -4.671 -0.38 1.20 -1.24
H -4.171 0.844 -6.992 -0.06 -0.21 0.24
H -3.246 0.515 -5.488 -0.10 -0.19 -0.05
H -3.466 -0.785 -6.718 -0.04 0.11 0.22
C 0.396 -5.654 0.375 -0.04 0.28 -0.19
N 0.281 -7.008 -0.231 -0.18 -0.93 0.00
O 0.482 -7.103 -1.447 -0.24 -0.13 1.39
O -0.007 -7.938 0.532 0.46 1.23 -1.41
H 0.652 -4.938 -0.408 0.11 -0.19 0.30
H -0.571 -5.410 0.820 0.18 -0.16 0.06
H 1.182 -5.697 1.131 -0.21 0.01 -0.10
C -2.165 11.600 1.114 0.23 -0.08 0.36
N -2.596 10.176 1.134 -0.39 -0.32 -0.34
O -2.160 9.466 2.048 -0.67 1.20 -0.73
O -3.359 9.812 0.232 1.18 0.44 1.56
H -1.499 11.780 1.961 -0.16 -0.22 -0.17
H -1.644 11.774 0.171 -0.28 -0.04 0.08
H -3.062 12.217 1.192 0.29 -0.47 -0.12
C 1.481 -1.863 2.028 -0.10 -0.28 -0.18
N 0.941 -1.447 3.350 -0.40 0.08 0.71
O 0.057 -2.153 3.849 1.18 1.19 -0.36
O 1.421 -0.423 3.851 -0.75 -1.32 -0.33
H 0.971 -2.774 1.709 0.15 0.36 0.18
H 1.293 -1.049 1.324 0.21 -0.14 0.13
H 2.551 -2.043 2.150 -0.21 0.16 -0.11
C -10.678 -6.820 -1.653 -0.04 0.02 -0.36
N -10.169 -6.073 -0.471 0.45 0.69 0.57
O -9.648 -4.971 -0.679 -0.70 -1.61 0.59
O -10.307 -6.615 0.632 0.26 0.84 -1.39
H -10.492 -6.228 -2.552 0.01 -0.06 0.33
H -10.142 -7.770 -1.699 -0.19 0.13 0.12
H -11.749 -6.975 -1.509 0.24 -0.08 0.07
C -4.356 8.796 4.692 0.07 0.13 0.32
N -5.266 8.828 3.516 -0.85 0.30 -0.71
O -6.175 9.666 3.525 1.36 -1.37 -0.26
O -5.043 8.009 2.616 -0.57 1.19 1.18
H -4.668 9.566 5.401 -0.03 -0.18 -0.27
H -4.432 7.804 5.142 0.09 0.13 -0.19
H -3.344 8.992 4.332 -0.17 -0.17 -0.02
C -13.209 5.572 2.066 -0.05 -0.31 0.19
N -13.087 7.011 2.423 0.05 0.97 0.28
O -13.303 7.322 3.600 0.35 -0.14 -1.67
O -12.779 7.788 1.512 -0.45 -0.93 1.43
H -13.483 5.008 2.960 0.11 0.24 -0.22
H -13.984 5.486 1.302 0.27 0.04 0.04
H -12.239 5.244 1.686 -0.26 0.08 -0.06
C -2.539 15.925 0.467 0.11 0.18 -0.31
N -3.099 14.626 0.927 -0.40 -0.56 0.23
O -3.431 13.813 0.057 0.14 1.38 1.19
O -3.189 14.460 2.149 0.04 -0.02 -1.80
H -2.517 15.934 -0.625 -0.07 -0.12 0.30
H -3.188 16.717 0.846 0.18 -0.18 0.06
H -1.529 16.011 0.873 -0.25 0.03 0.06
```
Positions in Å, forces in eV/Å.